No. 1
Density functional theory data (the ωB97M-V functional and the def2-TZVPD basis) for C18H32NPSiW as an isolated structure.

XYZ file:
```
54
Properties=species:S:1:pos:R:3
H -2.8293 1.1941 -2.5851
C 1.7151 2.8541 -2.8339
H -1.0665 -1.9074 -2.8460
C -2.8416 -2.4625 -2.2461
H 1.4273 -1.7255 5.1848
H -1.7451 -1.9244 5.5023
H 1.8961 -2.9046 -2.0872
H 2.6995 3.2242 -3.1202
H -3.2312 -2.3587 -1.2349
H -0.6441 -1.9024 -0.0309
C 2.3272 -1.9435 -2.4008
C -0.7044 3.0621 -2.8060
H 2.1535 -0.1078 5.2655
H 4.4416 -1.3121 -0.2741
H 1.7796 -1.5730 -3.2792
P 2.2146 -0.7704 -1.0230
H -3.3036 -0.3935 -3.7787
Si -0.3203 0.0146 4.8853
H -2.3075 -3.4176 -2.3331
H 0.6321 4.5187 -3.6709
C -0.1664 -0.1663 1.7928
C -0.3908 1.8461 5.3096
C -1.7608 -0.8469 5.7087
H -2.1419 -1.4629 -4.6301
H -2.7183 -0.4476 5.3509
H -1.6183 3.6080 -3.0611
H -2.5623 -0.6543 -0.6515
C -2.2576 -0.7063 -3.8435
H -1.2465 2.3260 4.8174
H -1.7168 -0.7063 6.7973
H 3.4882 1.3135 -1.0585
C 0.5542 3.5652 -3.1490
C 0.3647 1.1918 -1.7114
C -0.8031 1.8377 -2.1324
C -1.7821 -0.3197 -1.3466
N -1.8802 -1.3399 -2.5346
H 3.3869 -2.0810 -2.6648
H -0.4967 2.0025 6.3921
C 3.4474 -1.2497 0.1917
C 1.6275 1.6501 -2.1261
H 0.5157 2.3726 4.9844
C 1.2815 -0.7054 5.5662
H -2.5805 1.6377 -0.9194
C 2.8243 0.8132 -1.7829
H 0.7218 1.0091 0.8061
H -1.6028 0.1410 -4.0542
C -0.3550 -0.2328 3.0419
H 1.2638 -0.7510 6.6649
H 3.4294 0.5493 -2.6679
W -0.0059 -0.3268 -0.2443
C -2.0822 1.1398 -1.7745
H -3.6602 -2.4247 -2.9706
H 3.4643 -0.5155 1.0096
H 3.1656 -2.2311 0.6021
```

HOMO level (spin up / spin down) (eV): -14.6 / -14.9
Multiplicity: 3
Max |F| (eV/A): 2.599
Charge: +2
Relative energy (zero: lowest compared OMol25 entry of this formula, charge and spin) (kcal per mole): 0.2

Löwdin atomic charge list, values in e, 8 entries: H 0.115; C -0.011; H 0.161; C 0.012; H 0.037; H 0.041; H 0.057; H 0.130

=====

No. 2
Density functional theory data (the ωB97M-V functional and the def2-TZVPD basis) for C29H51BBrF4GeMoOSiTe as an isolated structure.

XYZ file:
```
91
Properties=species:S:1:pos:R:3
Mo -0.4140 -0.6088 1.1297
H -5.5339 -1.9719 -2.5999
H -6.0838 -0.7142 -0.9960
H 2.2564 -2.5528 2.8949
H 1.3701 -1.4337 3.9459
H -1.1364 3.0325 1.8960
H 2.0911 1.9289 -2.9066
C -4.2839 -4.3843 -2.3641
H -5.3596 -4.5230 -2.2421
H 0.6228 4.9039 2.0014
H -3.7780 -5.2405 -1.9202
C 4.8400 3.1317 -0.4809
H -2.3534 -5.4220 -0.3735
H -4.2389 -6.4109 1.6285
C -1.5584 2.0958 2.2551
H -4.2439 -3.5560 3.0670
C 5.1676 2.2970 -1.5418
C 4.1719 1.8472 -2.3962
H -6.8555 -4.3537 -0.0990
F 2.4518 -3.3102 0.5213
H -4.1111 -1.9809 -3.6304
C -6.2981 -0.9268 0.0476
C 2.8543 2.2466 -2.2054
H 2.0041 8.9292 1.5760
H 4.1355 -1.2749 0.5138
O -0.9171 1.0418 1.5544
Ge 2.3536 -0.1767 1.9576
C 1.8054 7.8113 -0.2434
H -1.9391 -5.7563 1.3015
C -2.2743 -2.9328 -2.0286
H -6.3021 -3.5042 2.3309
Si -4.2472 -2.9763 0.0568
C 1.7280 7.9817 1.1325
Br -3.0444 -1.0292 0.8180
F 0.7582 -3.8996 -0.8785
H 2.9813 1.9833 3.1104
H 4.8390 -0.1023 1.6404
B 1.4062 -4.0787 0.2567
C 2.2588 -1.5561 3.3287
H -8.0171 -3.0351 -0.0238
C 1.2955 6.9394 1.9381
H -5.6653 -1.8682 2.5557
H 1.2866 1.5989 3.4447
C -3.3733 -4.0030 2.5932
H 1.2347 7.0696 3.0108
H -2.5384 -3.3065 2.6804
C 2.0538 1.6136 2.6707
H 6.1963 2.0042 -1.7051
H -2.6250 2.0542 2.0373
H 5.6139 3.4899 0.1861
C -6.9960 -3.2943 -0.3170
C 1.4474 6.6007 -0.8178
C 1.1823 -0.3342 0.0792
C -3.6069 -4.4139 1.1305
H -4.8660 -5.8835 0.0718
C -6.0184 -2.3833 0.4543
H -7.3607 -0.7273 0.2117
C 1.0207 5.5509 -0.0102
H -3.1102 -4.8988 3.1627
C -2.2743 -4.9732 0.6155
H -4.1563 -0.9228 -2.2230
H 1.7499 2.2969 1.8758
Te 0.5202 3.7011 -0.8804
C -6.3369 -2.4837 1.9536
C -4.6468 -5.5518 1.0888
H -1.8847 -1.9625 -1.7142
F 1.0864 -5.0579 1.0689
C 2.5261 3.0795 -1.1405
H -1.6999 -3.7103 -1.5330
H 3.1413 -1.4587 3.9639
C 0.9451 5.7220 1.3682
H 1.6668 -1.1376 -0.4725
H 1.4079 0.6491 -0.3379
C -4.4465 -1.9085 -2.5920
H -7.3528 -2.1128 2.1155
C -3.7886 -3.0410 -1.7914
H 2.1402 8.6251 -0.8730
H 1.5018 6.4734 -1.8912
F -0.1668 -2.4488 1.3931
H -1.5006 -4.2094 0.5925
H -6.9248 -3.1556 -1.3960
H -5.5865 -5.2839 1.5701
C 3.5223 3.5115 -0.2692
H -4.0741 -4.4041 -3.4372
H -5.7399 -0.2204 0.6625
H 3.2784 4.1702 0.5560
H -1.3833 1.9771 3.3226
H 4.0428 0.4674 0.1635
H 4.4212 1.2055 -3.2313
C 4.0137 -0.2850 0.9500
H -2.0891 -3.0224 -3.1030
```

HOMO level (spin up / spin down) (eV): -10.2 / -10.2
Multiplicity: 1
Max |F| (eV/A): 0.153
Charge: +1
Relative energy (zero: lowest compared OMol25 entry of this formula, charge and spin) (kcal per mole): 30.4

Löwdin atomic charge list, values in e, 8 entries: Mo 1.368; H 0.069; H 0.059; H 0.010; H 0.020; H 0.051; H 0.095; C -0.075

=====

No. 3
Density functional theory data (the ωB97M-V functional and the def2-TZVPD basis) for an isolated ion of composition C10H14N3 and charge +1.

XYZ file:
```
27
Properties=species:S:1:pos:R:3
C -1.2135 -0.7897 -0.9896
C 0.4276 1.9146 0.3699
C -0.5820 -2.2830 0.5131
H 0.1444 -0.3329 1.4900
H 2.6618 0.2446 0.1807
H 1.9031 1.3768 -2.2955
H 1.6458 -0.1090 2.3570
C 0.9352 1.0458 -1.9099
N 1.0220 0.1587 1.6076
N -0.4022 -1.9399 -0.8418
C 0.8242 1.5999 1.7656
C -1.8749 -0.5028 0.1665
C -1.4566 -1.4276 1.1635
H -1.7904 -1.2664 2.1585
H -0.0692 1.6732 2.2979
H -0.2108 2.7556 0.2544
H -1.6794 -0.3819 -3.1209
C 1.5893 -0.0686 0.2826
C 0.8189 0.9618 -0.4897
N 0.0447 0.6754 -2.7349
H -2.5015 0.3360 0.2754
C -1.2625 0.0933 -2.1868
H 1.5050 -1.0774 -0.0353
H -0.1264 -2.5585 -1.5635
H -0.1312 -3.1535 0.9717
H -1.9050 0.9744 -1.8258
H 1.6835 2.0809 2.1392
```

HOMO level (eV): -12.1
Multiplicity: 1
Max |F| (eV/A): 4.452
Charge: +1
Relative energy (zero: lowest compared OMol25 entry of this formula, charge and spin) (kcal per mole): 73.4

Löwdin atomic charge list, values in e, 8 entries: C -0.286; C 0.015; C -0.115; H 0.097; H 0.171; H 0.137; H 0.193; C -0.135

=====

No. 4
Density functional theory data (the ωB97M-V functional and the def2-TZVPD basis) for a 2-piece molecular cluster, C4H6N2 overall.

XYZ file:
```
12
Properties=species:S:1:pos:R:3
H 0.6350 -1.0561 -1.8950
C 0.5849 0.4504 0.7063
N -1.8065 0.7657 1.5137
C -0.6767 0.8894 1.2379
C 0.0848 -0.4166 -1.1910
N 0.9334 0.6783 -0.6818
H 1.4208 0.4657 1.4216
C -0.1803 -0.9644 0.2543
H 0.5581 -1.7601 0.4707
H -0.8246 -0.0687 -1.6878
H -1.4950 -0.5875 0.9114
H 0.7661 1.6039 -1.0603
```

HOMO level (eV): -9.3
Multiplicity: 1
Max |F| (eV/A): 4.881
Charge: 0
Relative energy (zero: lowest compared OMol25 entry of this formula, charge and spin) (kcal per mole): 119.6

Löwdin atomic charge list, values in e, 8 entries: H 0.098; C -0.285; N 0.127; C -0.215; C -0.221; N -0.030; H 0.137; C -0.087

=====

No. 5
Density functional theory data (the ωB97M-V functional and the def2-TZVPD basis) for C17H21BrMnNO2S2Si as an isolated structure.

XYZ file:
```
46
Properties=species:S:1:pos:R:3
C -0.6235 -2.9773 2.9186
H 0.8399 3.1198 0.7147
C -0.2301 1.7317 3.7459
S -2.0632 1.9354 -0.8565
H 2.4121 -0.2311 3.9266
H 0.1295 2.5644 4.3566
C -1.5834 -1.4652 -2.8703
C 0.0848 -3.5862 -3.5422
H -1.1585 2.0429 3.2613
H -0.4667 0.9033 4.4160
C -0.0206 -1.0765 1.5007
O -0.2453 3.5384 -1.5867
C -0.0956 -1.7039 2.7567
C 1.5241 2.8551 1.5295
C -1.7197 -2.0997 -4.0973
Br 2.0897 1.1099 -2.2550
H 0.1889 4.4193 -3.4130
C -1.0540 -3.1093 0.5704
H -1.4343 -3.6353 -0.2954
H 1.0071 -3.2562 -1.6177
N 0.4559 0.1796 1.2575
C -1.5565 3.3033 -1.7720
C -0.8943 -3.1623 -4.4328
H -2.2034 -0.6236 -2.5858
C 0.2401 -2.9556 -2.3188
H -1.0038 -3.6536 -5.3911
C -0.5088 -1.8554 0.4220
C 2.5977 0.6550 3.3171
H -0.6572 -3.4101 3.9115
H -1.5337 -4.6775 1.9612
H 1.5100 3.6982 2.2251
H 2.5247 2.7812 1.0991
H 0.7421 -4.4041 -3.8085
C 0.4168 4.5385 -2.3553
O -0.4454 -1.2061 -0.8151
H 0.2648 -1.1695 3.6264
H 3.0056 1.4308 3.9713
H 0.1003 5.5317 -2.0341
Mn 0.1927 0.9480 -0.6375
C -1.1106 -3.6897 1.8364
Si 1.0491 1.2754 2.4385
H 1.4751 4.3800 -2.1660
H -2.4740 -1.7551 -4.7926
H 3.3609 0.3989 2.5790
C -0.6058 -1.9062 -1.9966
S -2.5232 4.2687 -2.7017
```

HOMO level (spin up / spin down) (eV): -4.4 / -4.7
Multiplicity: 6
Max |F| (eV/A): 0.322
Charge: -1
Relative energy (zero: lowest compared OMol25 entry of this formula, charge and spin) (kcal per mole): 0.0

Löwdin atomic charge list, values in e, 8 entries: C -0.119; H 0.000; C -0.176; S 0.547; H 0.013; H 0.021; C 0.007; C -0.081

=====

No. 6
Density functional theory data (the ωB97M-V functional and the def2-TZVPD basis) for one molecule with the formula C12H21N5O3.

XYZ file:
```
41
Properties=species:S:1:pos:R:3
H 5.0088 -2.1186 1.6783
H 2.7141 2.5727 -1.9394
O -0.3406 -1.3712 -1.5621
H 3.9797 -2.4978 -0.5601
C -0.3995 -0.7779 -0.4130
H 3.7469 -0.7055 1.7856
N 0.6723 -0.2714 0.2636
H 0.4955 0.2011 1.2328
C 3.5040 -1.8013 0.1078
H -7.4242 0.0111 0.3398
N -4.4338 0.5919 1.0445
H 2.5367 0.3625 0.6099
N -1.6381 0.7607 0.9846
H -2.9462 -1.7854 -0.7970
H -1.5856 1.4922 0.3026
N 6.0658 0.8297 1.5731
C 4.4803 -1.1918 1.1491
C -5.5840 -0.7177 -0.4848
H 5.2916 0.9387 2.2624
H 1.8954 -1.8025 -1.3730
H 6.9559 0.6916 1.8147
C 5.4343 -0.0411 0.5140
H 6.2196 -0.2722 -0.2557
H 2.6932 -2.2598 0.6768
H -1.7461 -1.3201 1.0376
C 1.7083 1.4079 -0.9183
C -5.6575 0.8377 1.1700
H -5.9191 1.6320 1.8319
H 3.2417 -0.6039 -1.7054
O 0.8002 2.2320 -1.1371
C -4.3072 -0.3661 0.0256
H -2.6361 0.8744 1.2722
O 2.9147 1.6870 -1.4242
H 4.6717 0.6871 -0.0226
H -5.8546 -1.5838 -1.0961
C 1.8670 0.1070 -0.2843
C -2.9940 -0.7098 -0.5811
C -1.7171 -0.4739 0.3072
C 2.6759 -1.0535 -0.9302
N -6.3334 0.0872 0.3314
H -2.7253 -0.2008 -1.4595
```

HOMO level (eV): -8.7
Multiplicity: 1
Max |F| (eV/A): 8.151
Charge: 0
Relative energy (zero: lowest compared OMol25 entry of this formula, charge and spin) (kcal per mole): 104.5

Löwdin atomic charge list, values in e, 8 entries: H 0.145; H 0.193; O 0.000; H 0.102; C -0.350; H 0.074; N 0.075; H 0.197

=====

No. 7
Density functional theory data (the ωB97M-V functional and the def2-TZVPD basis) for one molecule with the formula CH2O2.

XYZ file:
```
5
Properties=species:S:1:pos:R:3
O 1.2382 -0.3513 -0.0083
C 0.2510 0.3116 0.0232
H -0.6719 -1.1419 0.0290
H 0.1791 1.3948 -0.0348
O -0.9963 -0.2132 -0.0091
```

HOMO level (eV): -11.3
Multiplicity: 1
Max |F| (eV/A): 1.751
Charge: 0
Relative energy (zero: lowest compared OMol25 entry of this formula, charge and spin) (kcal per mole): 3.0

Need the Löwdin charges? In units of e they are: O 0.079; C -0.402; H 0.122; H 0.136; O 0.065

=====

No. 8
Density functional theory data (the ωB97M-V functional and the def2-TZVPD basis) for one molecule with the formula C4H8N2O2.

XYZ file:
```
16
Properties=species:S:1:pos:R:3
O 1.0514 -0.5298 -0.7677
O -0.3211 0.9145 0.0470
H -2.1776 -0.6711 -0.7923
N 1.0894 2.7171 0.5211
C 0.9231 1.4563 0.2677
H 0.1639 3.0039 0.9014
H 2.6243 0.5195 -0.6954
H -0.9382 0.2671 -1.8325
N 1.8284 0.3632 0.0462
H 0.5601 -1.1482 1.5362
H -0.9125 -1.6638 -1.6088
C -1.1836 -0.5681 -1.2053
C -0.2178 -0.4400 -0.1941
H -1.2650 -0.6438 1.7607
H -0.7999 -2.3412 0.9392
C -0.4248 -1.2358 1.0765
```

HOMO level (eV): -9.8
Multiplicity: 1
Max |F| (eV/A): 5.841
Charge: 0
Relative energy (zero: lowest compared OMol25 entry of this formula, charge and spin) (kcal per mole): 105.9

Löwdin atomic charge list, values in e, 8 entries: O -0.050; O 0.018; H 0.102; N 0.132; C -0.428; H 0.067; H 0.200; H 0.108